one:
# C6H7N3O

A 2-piece molecular cluster, C6H7N3O overall (wB97M-V/def2-TZVPD, OMol25).

Last column: Mulliken charge in e.
Cartesian coordinates (Å):
C1 -0.496 -1.738 -0.409  0.288
C2 2.036 -0.306 0.869  -0.334
C3 3.175 1.020 -0.282  -0.091
C4 1.416 -0.140 -0.333  0.730
C5 -2.679 1.092 0.549  -0.159
C6 0.227 -0.753 -0.919  -0.824
N1 -0.917 -2.788 -0.071  -0.438
N2 2.190 0.712 -1.069  -0.618
N3 -2.987 1.726 -0.469  -0.446
O1 3.130 0.416 0.872  -0.321
H1 1.637 -0.706 1.767  0.382
H2 3.967 1.620 -0.433  0.479
H3 -3.362 0.603 1.281  0.263
H4 -1.466 0.863 0.649  0.117
H5 -1.750 -2.887 0.506  0.280
H6 -0.139 -0.524 -1.848  0.461
H7 -3.983 1.790 -0.660  0.233

Properties
SMILES: N=C=Cc1cocn1.C=N
Net charge: 0

two:
# C6H7N3O

The molecule C6H7N3O (wB97M-V/def2-TZVPD, OMol25).

Last column: Mulliken charge in e.
Cartesian coordinates (Å):
C1 -0.560 0.835 1.701  0.770
C2 -1.869 -0.067 -1.438  -0.532
C3 -0.560 -0.234 -1.752  -0.186
C4 -1.046 -1.131 0.266  0.084
C5 1.197 -1.197 -0.378  -0.463
C6 -0.253 2.069 2.028  -0.582
N1 -0.779 -0.327 1.425  -0.395
N2 -2.248 -0.628 -0.313  -0.701
N3 -0.027 -1.000 -0.782  0.145
O1 0.931 2.449 2.615  -0.454
H1 -2.544 0.453 -2.002  0.496
H2 0.024 -0.055 -2.587  0.469
H3 -1.172 -2.117 0.664  0.315
H4 1.313 -1.971 0.330  0.296
H5 2.032 -0.799 -1.032  0.247
H6 -1.154 2.678 2.525  0.202
H7 1.635 1.858 2.312  0.290

Properties
Net charge: 0

Tell me which of them is the most stable. Sure, it is one.

one:
# C4H13NO2

A 3-piece molecular cluster, C4H13NO2 overall (wB97M-V/def2-TZVPD, OMol25).

Last column: Mulliken charge in e.
Cartesian coordinates (Å):
N1 1.158 0.846 -1.332  -0.503
C1 -0.253 1.069 -1.297  -0.643
C2 -0.906 -0.320 -1.061  -0.304
C3 0.071 -1.140 -0.330  -0.425
C4 1.439 -0.619 -0.903  -0.690
H1 1.813 1.354 -0.747  0.323
H2 -0.575 1.712 -0.512  0.316
H3 -0.628 1.480 -2.260  0.289
H4 -1.915 -0.176 -0.648  0.311
H5 -1.151 -0.730 -2.068  0.276
H6 0.121 -0.963 0.801  0.206
H7 -0.067 -2.243 -0.604  0.285
H8 2.288 -0.738 -0.234  0.301
H9 1.541 -1.109 -1.885  0.365
H10 0.577 1.024 1.218  0.222
H11 1.363 1.034 2.526  0.333
O1 0.525 1.322 2.109  -0.675
H12 -1.418 -0.021 2.783  0.354
H13 -1.894 -1.088 1.777  0.324
O2 -2.088 -0.693 2.667  -0.663

Properties
SMILES: C1CCNC1.O.O
Net charge: 0

two:
# C4H13NO2

A 2-piece molecular cluster, C4H13NO2 overall (wB97M-V/def2-TZVPD, OMol25).

Last column: Mulliken charge in e.
Cartesian coordinates (Å):
C1 0.919 -0.070 -0.814  -0.816
O1 0.406 1.033 -1.684  -0.532
C2 0.873 0.458 0.604  0.318
C3 -0.445 1.053 0.891  -0.520
C4 -0.638 1.431 2.427  -1.066
N1 1.075 -0.732 1.553  -0.609
H1 1.889 -0.175 -1.183  0.445
H2 0.139 -0.903 -0.909  0.251
H3 1.182 1.456 -1.947  0.307
H4 1.714 1.188 0.487  0.300
H5 -1.250 0.299 0.601  0.264
H6 -0.512 1.930 0.261  0.352
H7 0.100 2.215 2.737  0.298
H8 -1.706 1.787 2.673  0.311
H9 -0.064 0.546 3.014  0.285
H10 0.426 -1.498 1.376  0.222
H11 1.969 -0.954 1.597  0.187
H12 -2.282 -2.627 -3.221  0.327
H13 -2.143 -3.558 -4.509  0.321
O2 -1.651 -2.879 -3.955  -0.648

Properties
SMILES: CC[C@@H](N)CO.O
Net charge: 0

three:
# C4H13NO2

A 2-piece molecular cluster, C4H13NO2 overall (wB97M-V/def2-TZVPD, OMol25).

Last column: Mulliken charge in e.
Cartesian coordinates (Å):
C1 -1.309 -0.946 0.200  -1.479
C2 0.143 -0.505 0.436  0.384
C3 0.163 0.894 1.197  -0.749
C4 1.495 1.182 1.688  -0.242
O1 2.428 0.197 1.219  -0.616
N1 0.924 -0.540 -0.846  -0.649
H1 -1.891 -0.984 1.131  0.412
H2 -1.880 -0.252 -0.410  0.284
H3 -1.372 -1.913 -0.424  0.335
H4 0.460 -1.200 1.221  0.349
H5 -0.663 0.910 1.966  0.333
H6 -0.263 1.600 0.496  0.309
H7 1.502 1.217 2.832  0.221
H8 1.895 2.229 1.378  0.190
H9 2.298 -0.265 0.323  0.393
H10 0.694 -1.372 -1.357  0.323
H11 0.254 0.032 -1.448  0.202
H12 -1.908 0.008 -2.480  0.313
H13 -1.246 0.179 -3.795  0.318
O2 -1.726 -0.469 -3.326  -0.631

Properties
SMILES: C[C@@H](N)CCO.O
Net charge: 0

Tell me which of them is the most stable. Sure, it is one.

one:
# C4H13NO2

A 3-piece molecular cluster, C4H13NO2 overall (wB97M-V/def2-TZVPD, OMol25).

Last column: Mulliken charge in e.
Cartesian coordinates (Å):
C1 1.579 0.061 -0.582  -0.551
C2 0.407 0.451 0.319  -0.750
C3 -0.894 -0.157 -0.092  0.091
C4 -1.714 -0.758 0.765  -0.890
N1 2.811 0.634 0.071  -0.682
H1 1.678 -1.000 -0.779  0.365
H2 1.375 0.485 -1.574  0.430
H3 0.620 0.247 1.377  0.320
H4 0.413 1.545 0.353  0.395
H5 -1.255 -0.032 -1.111  0.329
H6 -1.328 -0.833 1.784  0.231
H7 -2.754 -1.030 0.662  0.299
H8 3.506 0.772 -0.659  0.234
H9 3.167 -0.163 0.585  0.250
H10 0.617 -1.895 1.523  0.301
H11 0.906 -3.132 2.308  0.277
O1 1.360 -2.484 1.791  -0.647
H12 -2.820 2.816 -1.635  0.321
H13 -4.196 2.137 -1.849  0.323
O2 -3.314 2.255 -2.265  -0.647

Properties
SMILES: C=CCCN.O.O
Net charge: 0

two:
# C4H13NO2

A 3-piece molecular cluster, C4H13NO2 overall (wB97M-V/def2-TZVPD, OMol25).

Last column: Mulliken charge in e.
Cartesian coordinates (Å):
C1 2.613 -1.210 -0.408  -1.177
C2 1.371 -1.917 -0.839  0.701
C3 0.190 -1.785 -0.215  -0.301
N1 -0.239 -0.684 0.529  -0.420
C4 1.573 -3.096 -1.780  -1.319
H1 2.372 -0.400 0.272  0.314
H2 3.157 -0.690 -1.206  0.323
H3 3.321 -1.914 0.004  0.255
H4 -0.542 -2.570 -0.362  0.285
H5 -1.203 -0.647 0.825  0.196
H6 0.416 -0.254 1.165  0.170
H7 2.294 -2.686 -2.496  0.316
H8 0.703 -3.635 -2.118  0.366
H9 2.185 -3.854 -1.264  0.291
H10 -3.134 5.960 0.317  0.314
H11 -4.371 5.304 0.825  0.325
O1 -4.004 6.184 0.671  -0.638
H12 -2.287 3.407 1.945  0.308
H13 -1.872 1.999 2.315  0.315
O2 -2.544 2.486 1.820  -0.624

Properties
SMILES: CC(C)=CN.O.O
Net charge: 0

Tell me which of them is the most stable. Sure, it is two.

one:
# C4H9F

C4H9F as an isolated structure (wB97M-V/def2-TZVPD, OMol25).

Last column: Mulliken charge in e.
Cartesian coordinates (Å):
C1 -1.312 -0.594 0.507  -1.193
C2 -0.030 -0.349 -0.317  1.072
C3 -0.202 1.030 -0.817  -1.009
C4 1.254 -0.212 0.526  -1.180
H1 -1.342 0.283 1.087  0.398
H2 -2.074 -0.251 -0.255  0.320
H3 -1.474 -1.714 1.029  0.270
H4 -1.267 1.554 -1.205  0.281
H5 0.403 1.568 0.310  0.296
H6 0.694 0.978 -1.622  0.238
H7 1.162 -0.004 1.816  0.237
H8 2.122 -1.340 0.424  0.276
H9 1.925 0.348 -0.232  0.368
F1 0.140 -1.300 -1.251  -0.374

Properties
Net charge: 0

two:
# C4H9F

The molecule C4H9F (wB97M-V/def2-TZVPD, OMol25).

Last column: Mulliken charge in e.
Cartesian coordinates (Å):
C1 0.828 -1.436 -0.693  -1.041
C2 0.084 -0.054 -0.866  -0.531
C3 -0.950 0.250 0.226  -0.458
C4 -0.288 1.167 1.288  -0.647
H1 1.670 -1.373 0.098  0.252
H2 1.285 -1.514 -1.702  0.294
H3 0.060 -2.215 -0.594  0.358
H4 -0.288 0.131 -1.902  0.412
H5 0.849 0.729 -0.782  0.311
H6 -2.008 0.381 -0.176  0.324
H7 -1.033 -0.700 0.724  0.228
H8 -0.904 1.616 1.885  0.426
H9 0.378 0.884 1.951  0.384
F1 0.320 2.134 0.543  -0.313

Properties
SMILES: CCCCF
Net charge: 0

three:
# C4H9F

C4H9F as an isolated structure (wB97M-V/def2-TZVPD, OMol25).

Last column: Mulliken charge in e.
Cartesian coordinates (Å):
C1 1.644 0.563 0.135  -1.135
C2 0.363 -0.351 0.304  -0.234
C3 -0.769 0.168 -0.483  -0.752
C4 -2.418 -0.171 0.446  -0.378
F1 -3.364 0.416 -0.316  -0.275
H1 1.803 0.645 -0.915  0.349
H2 1.501 1.530 0.675  0.312
H3 2.606 0.059 0.585  0.288
H4 0.688 -1.429 0.038  0.271
H5 0.038 -0.418 1.285  0.301
H6 -0.792 1.261 -0.727  0.356
H7 -0.997 -0.462 -1.404  0.262
H8 -2.445 0.217 1.461  0.316
H9 -2.330 -1.258 0.530  0.318

Properties
Net charge: 0

Tell me which of them is the most stable. Sure, it is two.